1.
Here is the ion C8H17N2 with charge +1 in a non-equilibrium geometry from the OMol25 dataset. Energies are from ωB97M-V/def2-TZVPD.

Energy above the lowest of the compared OMol25 structures with the same formula, charge and spin   69.7 kcal/mol
DFT total energy   -11543.1704 eV
Charge   +1
Frontier orbital gap   10.04 eV
HOMO level   -12.809 eV
SMILES string   C=C[C@@]1(C)N(C)CC[N@H+]1C

Structure (XYZ):
```
27
Properties=species:S:1:pos:R:3:forces:R:3
C -1.808469 -1.328393 1.452102 -0.085 0.723 -0.497
C -0.984300 -1.074783 0.453065 2.601 0.159 -2.609
C 0.433886 -0.102462 0.351038 -2.067 -1.632 0.210
C 1.186820 -0.088338 1.658772 -0.863 2.403 -1.655
N 1.170318 -0.398083 -0.891652 1.001 -0.590 3.548
C 1.664046 -1.793350 -0.968743 1.268 1.604 -1.055
C 0.397621 0.082602 -1.939468 -2.575 -1.087 -2.414
C -0.592766 1.047882 -1.370173 0.659 2.839 -0.929
N -0.023037 1.344089 0.000578 0.125 -0.702 -0.541
C -0.976136 2.001448 0.871944 -1.120 2.753 -0.628
H -2.746907 -1.859053 1.292581 0.498 -0.334 0.165
H -1.649375 -0.853510 2.395824 -0.123 0.185 0.639
H -1.033741 -1.653874 -0.540717 -0.459 1.036 1.604
H 2.107007 0.409214 1.422721 0.569 0.904 0.370
H 1.492164 -0.981330 2.050380 0.154 -2.644 0.814
H 0.533769 0.447652 2.356241 0.570 -0.098 0.212
H 0.893757 -2.462855 -1.325588 -0.159 -0.439 0.152
H 2.466275 -1.702242 -1.730980 -0.437 -0.642 0.325
H 2.164267 -2.095652 -0.041373 -0.478 0.041 -0.182
H -0.328549 -0.650028 -2.294845 0.257 -1.022 -0.401
H 0.837348 0.386484 -2.884080 0.964 0.417 0.375
H -0.631766 1.977489 -1.991807 -0.024 -0.495 0.818
H -1.593285 0.640261 -1.358238 -0.125 0.050 0.803
H 0.777137 2.006297 -0.127881 -0.298 -1.150 0.130
H -0.626200 2.427622 1.811225 0.703 -0.438 -0.135
H -1.331902 2.908762 0.272270 0.181 -1.234 0.876
H -1.797980 1.364152 1.076803 -0.737 -0.607 0.005
```
Forces are in eV/Å.



2.
Here is a cluster of 2 separate species, C6H9N in total from the OMol25 dataset. Energies are from ωB97M-V/def2-TZVPD.

Energy above the lowest of the compared OMol25 structures with the same formula, charge and spin   168.4 kcal/mol
DFT total energy   -7850.8566 eV
Frontier orbital gap (spin up / spin down)   7.64 / 7.64 eV
HOMO level (spin up / spin down)   -7.392 / -7.392 eV

Structure (XYZ):
```
16
Properties=species:S:1:pos:R:3:forces:R:3
C 1.759077 0.680476 -0.197791 -0.289 -0.022 -0.071
N 0.701363 -0.029097 -0.353421 0.344 0.333 0.244
C 0.046763 -0.960841 0.571770 0.006 -0.023 0.193
C -1.268669 -0.230809 0.839332 -0.405 0.127 0.208
C -1.290933 1.025134 -0.028730 -0.076 0.191 -0.031
C -0.568704 0.145948 -1.093899 -0.032 0.147 -0.374
C -1.117784 -1.101958 -0.376313 -0.166 -0.276 -0.072
H 2.172682 1.251736 -1.021866 -0.305 0.154 0.013
H 2.552212 -1.271242 0.951924 0.184 -0.340 0.146
H 2.213118 0.737804 0.783143 0.170 -0.281 -0.217
H 1.818703 -1.472174 1.083960 0.449 -0.090 0.071
H -1.829023 -0.414349 1.749280 0.002 0.075 -0.195
H -0.717911 1.906859 0.297718 -0.119 -0.100 -0.052
H -2.300581 1.318321 -0.322432 0.061 -0.031 -0.059
H -0.535176 0.400082 -2.155433 0.054 -0.015 0.155
H -1.635134 -1.985892 -0.727238 0.123 0.150 0.043
```
Forces are in eV/Å.



3.
Here is a cluster of 10 separate species, C48H104BF4N10O13 in total in a non-equilibrium geometry from the OMol25 dataset. Energies are from ωB97M-V/def2-TZVPD.

DFT total energy   -104524.9209 eV
Multiplicity   2
Expectation value of S²   0.768
Frontier orbital gap (spin up / spin down)   5.23 / 7.06 eV
HOMO level (spin up / spin down)   -5.787 / -7.754 eV

Structure (XYZ):
```
180
Properties=species:S:1:pos:R:3:forces:R:3
C 19.281360 18.839350 4.689130 0.304 -0.763 -0.918
N 19.119510 18.959040 6.111160 0.889 0.206 0.048
C 20.071650 18.444080 6.980010 -0.162 0.821 1.522
C 20.034440 18.791430 8.318180 0.288 -0.470 -0.611
C 19.037250 19.626960 8.828880 -1.184 1.044 1.962
C 18.121600 20.158290 7.914090 -1.351 -0.562 -2.549
C 18.169030 19.826480 6.557790 0.243 0.449 2.334
C 18.818140 19.900450 10.289530 -0.909 -1.264 -2.662
C 17.521360 19.655670 10.832860 0.504 -0.302 1.211
C 17.321160 19.648390 12.215240 0.405 0.330 -1.872
N 18.351120 20.002870 13.039110 -0.538 -0.469 0.106
C 19.592580 20.176060 12.551030 -0.044 0.251 -2.061
C 19.849150 20.127010 11.146240 1.135 0.154 3.928
C 18.185200 20.055970 14.506390 -0.163 -0.251 -0.159
H 20.297360 18.509890 4.471610 -0.053 0.016 -0.041
H 19.104800 19.767420 4.145420 -0.008 0.139 0.328
H 18.591210 18.098410 4.285640 -0.045 -0.059 -0.038
H 20.872520 17.825820 6.602140 -0.284 -0.084 -0.306
H 20.674240 18.374860 9.082070 0.584 -0.311 -0.483
H 17.276060 20.770360 8.191270 0.161 0.252 0.301
H 17.531170 20.265520 5.804940 -0.233 -0.135 0.097
H 16.825160 19.225030 10.128410 -0.610 0.339 0.329
H 16.399250 19.328850 12.678250 -0.112 0.223 0.102
H 20.322340 20.368160 13.323650 0.323 0.127 -0.302
H 20.878330 20.232910 10.836410 0.082 0.138 -0.179
H 18.523190 21.038680 14.835240 0.227 -0.239 0.137
H 18.712390 19.195390 14.918190 0.398 0.358 0.231
H 17.159090 19.923670 14.849450 -0.174 0.165 -0.659
B 15.211740 22.488760 9.213870 1.009 0.350 -0.714
F 14.948960 21.175870 8.922380 -0.793 -1.200 -0.261
F 16.558290 22.683100 8.934250 1.360 0.221 -0.089
F 14.509840 23.384610 8.453340 -1.286 0.652 -1.632
F 14.947740 22.811190 10.495640 -0.458 0.001 2.648
O 13.993730 19.389220 5.581180 -1.073 -0.520 0.437
C 12.990730 19.255000 6.304610 2.424 -1.605 -2.145
N 12.688570 20.230260 7.135110 -1.279 0.694 1.113
C 12.114290 17.989130 6.247130 -0.919 1.144 -0.406
H 11.980270 20.101490 7.843510 0.182 0.339 -0.147
H 13.316430 21.021380 7.141290 -0.061 -0.059 0.367
H 11.095210 18.360650 6.354550 -0.301 -0.228 0.687
H 12.321380 17.197540 6.967270 0.145 0.295 0.102
H 12.033190 17.574610 5.242290 0.873 0.020 -0.022
O 10.691090 25.084130 11.734410 -0.274 -0.174 0.501
C 11.622440 24.271290 11.667810 -7.460 -0.572 0.814
N 12.777310 24.666580 11.443250 6.070 1.267 -1.246
C 11.334080 22.824200 11.812400 -0.257 -1.401 0.016
H 13.386100 23.996280 10.995830 0.894 0.463 0.052
H 12.803100 25.665180 11.294100 0.590 -0.113 -0.302
H 11.955270 22.194100 11.175840 0.310 0.021 0.082
H 10.301740 22.576540 11.565340 -0.006 0.459 -0.084
H 11.455370 22.502190 12.846660 0.261 0.089 0.069
O 15.711470 21.893930 3.666700 0.313 -1.192 -3.100
C 15.291780 22.464790 4.621650 -0.928 -0.153 1.200
N 16.169030 22.742370 5.589820 -0.065 0.812 1.319
C 13.841370 22.838850 4.848670 0.297 0.031 -0.127
H 17.115680 22.461830 5.377080 -0.128 0.235 0.520
H 15.833200 23.073980 6.482770 0.595 -0.021 0.149
H 13.713550 23.249650 5.850170 -0.270 0.152 -0.144
H 13.178890 21.985720 4.702450 0.286 -0.156 0.113
H 13.566720 23.545320 4.065360 -0.049 0.271 0.220
C 9.948620 27.998300 4.463690 -0.037 -0.666 1.095
O 10.257890 26.984790 5.445340 0.584 0.932 -1.195
C 11.538300 26.404530 5.247860 -0.152 -1.136 2.080
C 11.746230 25.535320 6.530220 0.059 -0.114 -1.379
N 10.976010 24.308590 6.481410 0.978 0.262 -0.973
C 10.974690 23.552510 7.693820 -1.088 -0.337 0.422
C 9.922520 22.470950 7.528040 1.723 -0.480 -0.771
O 8.726510 23.133530 7.605650 -0.698 0.178 0.721
C 7.606080 22.307350 7.703660 -0.446 0.900 -0.046
H 10.705660 28.776420 4.366220 0.448 -0.130 0.180
H 9.075620 28.489890 4.893000 -0.280 -0.133 -0.628
H 9.820390 27.524110 3.490650 -0.417 0.174 -0.104
H 12.349800 27.130870 5.203250 -0.108 0.394 -0.091
H 11.603570 25.744140 4.383150 -0.245 0.048 -0.338
H 11.502390 26.152040 7.395270 0.086 0.181 0.243
H 12.785290 25.207160 6.557810 0.292 0.344 0.269
H 10.047290 24.431490 6.103970 -0.092 0.177 0.360
H 10.604250 24.164200 8.516440 -0.128 0.215 0.489
H 11.919360 23.168570 8.078920 0.483 -0.039 -0.812
H 10.125370 21.618390 8.176190 -0.673 0.109 1.168
H 9.985000 21.960320 6.567080 0.341 0.201 -0.672
H 7.768240 21.516900 8.436450 -0.165 -0.187 -0.028
H 7.317270 21.934410 6.721000 -0.006 -0.446 -0.055
H 6.838810 23.007080 8.034960 -0.375 -0.455 0.135
C 23.733250 22.520420 14.395120 0.228 0.276 -0.301
O 23.222920 22.286490 13.068150 0.581 -0.708 1.602
C 23.967790 21.280950 12.401180 0.356 -0.055 -1.203
C 24.242070 21.810200 10.999740 -0.309 -0.329 0.700
N 22.948960 21.830100 10.334070 0.543 -1.440 0.095
C 22.987110 22.437440 9.024420 -2.218 -0.217 0.941
C 21.517820 22.423570 8.463220 0.724 0.388 -0.986
O 20.605950 23.293270 9.103170 0.295 -0.314 0.023
C 19.418140 23.432600 8.329490 -0.425 0.775 0.339
H 24.573090 23.213990 14.353490 -0.085 0.446 -0.118
H 24.187970 21.649250 14.866700 -0.482 -0.475 -0.120
H 22.951500 22.920270 15.040930 -0.065 0.012 -0.213
H 23.405450 20.357590 12.262380 -0.606 -0.005 0.145
H 24.871610 20.911400 12.885570 0.246 0.764 0.438
H 25.005810 21.194230 10.524990 -0.428 -0.529 -0.478
H 24.744690 22.776510 11.041290 -0.162 0.592 0.239
H 22.244990 22.259080 10.917600 0.112 0.309 0.112
H 23.608700 21.798080 8.397570 0.133 0.423 -0.265
H 23.390830 23.419380 9.271190 0.060 0.601 -1.437
H 21.091440 21.422090 8.405510 0.277 -0.505 0.675
H 21.512310 22.676700 7.403030 0.471 0.463 -0.334
H 19.586950 23.829180 7.328330 0.531 0.010 -0.135
H 18.819130 24.190900 8.833730 -0.038 -0.136 0.124
H 18.793330 22.545150 8.228820 0.362 -0.271 0.315
C 17.602860 28.333380 11.955940 -0.938 -1.039 0.037
O 17.541220 27.454470 10.841100 -0.140 -0.797 -0.924
C 16.215360 27.013910 10.385640 0.233 0.905 0.540
C 16.208950 26.046730 9.181970 2.499 0.310 0.357
N 17.241210 26.465710 8.245950 0.007 1.570 -0.583
C 17.235360 25.899150 6.922090 1.224 0.065 -0.248
C 18.306770 26.614020 5.992770 -0.685 -0.515 1.153
O 19.670910 26.297820 6.403210 -0.470 0.309 -1.971
C 20.638610 26.924760 5.478050 -0.945 0.158 2.094
H 18.614160 28.375930 12.360360 0.201 0.150 -0.632
H 17.036940 27.892790 12.776750 -0.397 0.122 0.186
H 17.192250 29.319480 11.738900 0.141 0.151 -0.104
H 15.636570 27.893360 10.103380 0.022 0.305 -0.022
H 15.711960 26.561420 11.240010 -0.143 -0.232 0.147
H 15.258590 26.078000 8.649110 -0.140 -0.401 0.475
H 16.591020 25.074420 9.492970 -1.311 -0.583 0.431
H 18.151830 26.364040 8.670850 0.059 0.119 -0.019
H 16.237060 25.893860 6.484510 -0.107 0.788 -0.167
H 17.412660 24.824240 6.957340 0.596 -0.405 -0.189
H 18.192800 27.696680 6.047140 -0.167 0.174 0.351
H 18.045880 26.375390 4.961700 0.571 -0.550 -0.275
H 21.565170 26.933280 6.052090 0.186 -0.404 -0.401
H 20.373990 27.979210 5.399160 -0.167 0.120 -0.358
H 20.718200 26.472920 4.489310 -0.126 -0.277 0.175
C 13.935860 19.778930 15.110010 -0.931 -0.948 0.116
O 14.317100 19.588490 13.773450 0.832 0.504 -1.295
C 13.216650 19.561010 12.851900 -1.063 0.862 -0.337
C 13.604900 19.594740 11.329370 0.958 -0.965 1.818
N 13.787630 18.222570 10.856370 -0.143 0.245 0.017
C 14.037990 18.127920 9.435170 0.423 -0.732 -0.506
C 14.377820 16.702650 8.957330 -0.648 -0.207 1.045
O 13.260150 15.902410 9.320650 -0.786 -1.319 -0.681
C 13.173360 14.610950 8.682560 0.487 0.661 -0.207
H 14.724860 20.170770 15.751920 0.242 -0.024 -0.427
H 13.622110 18.796700 15.463390 0.027 -0.129 0.595
H 13.052630 20.407120 15.225710 0.019 0.408 -0.227
H 12.606460 20.440110 13.059130 0.019 0.377 -0.024
H 12.547240 18.738520 13.103880 0.167 -0.512 -0.250
H 14.507930 20.205170 11.326500 0.406 0.116 -0.336
H 12.939840 20.117590 10.642040 -0.521 -0.078 0.489
H 14.471650 17.728460 11.411410 0.162 -0.023 -0.014
H 14.809140 18.808380 9.074070 0.246 0.173 -0.066
H 13.119760 18.419430 8.925300 -0.018 -0.025 -0.023
H 15.220910 16.237830 9.468450 0.585 0.397 0.209
H 14.617940 16.662670 7.894860 -0.302 0.205 -0.290
H 12.293370 14.047130 8.992100 -0.122 0.548 0.260
H 14.024170 13.952780 8.858730 0.395 0.164 0.446
H 13.147110 14.718830 7.598230 -0.202 0.186 -0.235
C 20.915960 26.229280 15.501320 -0.225 0.612 -0.549
O 20.441620 25.063110 14.843070 0.036 -0.603 0.535
C 20.545020 25.007980 13.429690 0.382 -0.110 -1.217
C 20.160250 23.628460 12.894240 -1.325 -0.421 1.432
N 18.752340 23.294140 13.225910 0.405 -0.222 0.455
C 17.646580 23.919430 12.481760 0.454 -0.280 1.312
C 16.423920 23.761520 13.422400 -0.776 0.724 -2.543
O 16.444640 24.474730 14.622010 0.514 -1.886 1.554
C 16.489460 25.856450 14.616920 0.186 0.327 0.280
H 21.737070 26.707960 14.967710 0.082 -0.061 -0.263
H 21.267390 26.093400 16.524120 -0.039 -0.953 -0.088
H 20.119710 26.965140 15.613560 -0.237 0.156 -0.307
H 21.582140 25.137430 13.120310 0.210 0.572 -0.009
H 19.884740 25.705680 12.914570 0.085 0.653 0.232
H 20.837970 22.947870 13.409600 -0.205 -0.437 0.131
H 20.268220 23.382750 11.837800 0.355 0.923 -0.257
H 18.566750 23.560190 14.182400 0.434 -0.026 0.426
H 17.574550 23.366300 11.545310 -0.663 0.353 -0.181
H 17.766520 24.991850 12.328020 0.289 0.226 -0.468
H 16.265040 22.687710 13.521330 -0.047 0.059 0.935
H 15.542520 24.151420 12.913280 -0.199 -0.217 -0.648
H 15.761020 26.297710 13.936640 0.236 0.096 -0.534
H 17.527780 26.162120 14.488290 -0.018 0.563 -0.546
H 16.198010 26.218980 15.602690 -0.032 -0.269 0.179
```
Forces are in eV/Å.